No. 1
Entry from OMol25: CHClF2OS2 as an isolated structure at a distorted geometry (ωB97M-V/def2-TZVPD).

Computed properties:
LUMO energy (alpha / beta) = -1.8 / -1.8 eV
Gap between HOMO and LUMO (alpha / beta) = 8.2166 / 8.2157 eV
HOMO energy (alpha / beta) = -10.0 / -10.0 eV
Energy relative to the best compared isomer or geometry (same formula, charge and spin) = 188.9 kJ/mol

ORCA input file:
```
! wB97M-V def2-TZVPD RIJCOSX def2/J DEFGRID3
* xyz 0 1
C -0.250 -0.110 -1.262
O -3.055 0.908 -0.371
F 0.301 1.003 -0.822
F 0.365 -1.160 -0.713
S -2.592 -1.622 0.963
S -2.459 -0.379 -0.461
Cl -3.350 -1.268 -2.266
H -0.393 -0.189 -2.227
*
```

=====

No. 2
Entry from OMol25: one molecule with the formula C6H12N2 at a distorted geometry (ωB97M-V/def2-TZVPD).

Computed properties:
LUMO energy = 0.8 eV
Gap between HOMO and LUMO = 8.1900 eV
HOMO energy = -7.4 eV
SMILES = N[C@]12CCC[C@]1(N)C2
Energy relative to the best compared isomer or geometry (same formula, charge and spin) = 837.1 kJ/mol

ORCA input file:
```
! wB97M-V def2-TZVPD RIJCOSX def2/J DEFGRID3
* xyz 0 1
N 2.112 -0.198 -0.174
C 0.760 0.238 0.311
C 0.122 -0.758 1.159
C -0.787 -1.419 0.025
C -0.785 -0.492 -1.265
C -0.511 0.891 -0.605
N -1.635 1.034 0.324
C 0.659 1.636 -0.119
H 1.877 -1.002 -1.069
H 2.965 0.623 -0.571
H -0.205 -0.270 2.098
H 0.733 -1.772 1.325
H -0.092 -2.294 -0.105
H -1.694 -1.482 0.446
H 0.033 -1.107 -1.852
H -1.776 -0.654 -1.792
H -1.618 0.924 1.483
H -2.234 1.761 -0.097
H 1.672 2.049 -0.349
H 0.405 2.292 0.825
*
```

=====

No. 3
Entry from OMol25: one molecule with the formula C2H5FN2 at a distorted geometry (ωB97M-V/def2-TZVPD).

Computed properties:
LUMO energy = 1.0 eV
Gap between HOMO and LUMO = 9.9570 eV
HOMO energy = -8.9 eV
SMILES = N/N=C\CF
Energy relative to the best compared isomer or geometry (same formula, charge and spin) = 132.5 kJ/mol

ORCA input file:
```
! wB97M-V def2-TZVPD RIJCOSX def2/J DEFGRID3
* xyz 0 1
N -1.500 -0.844 -0.102
N -1.163 0.482 -0.208
C -0.025 0.904 -0.122
C 1.282 0.168 0.021
F 1.078 -1.167 -0.255
H -2.471 -0.977 0.018
H -0.984 -1.356 0.571
H 0.084 2.005 -0.226
H 2.018 0.466 -0.713
H 1.683 0.319 1.016
*
```